No. 1
C5H7FN2 | the ωB97M-V functional and the def2-TZVPD basis

Last column: natural (NBO) charge in e.
Cartesian coordinates (Å):
H 0.200905 -1.728209 0.202453  0.36
N 1.133860 -1.876324 -0.185896  -0.60
C 1.746230 -0.796233 -0.286577  0.09
C 1.500342 0.536729 0.327484  -0.24
C 0.452486 1.277255 0.164483  -0.18
C -0.674565 0.715286 -0.682684  -0.54
C -1.677562 -0.035774 0.179480  0.67
F -2.902851 0.046052 -0.260317  -0.32
N -1.405929 -0.805810 1.115016  -0.70
H -2.311264 -1.230912 1.384546  0.36
H 2.618053 -0.692968 -1.015903  0.15
H 2.444665 0.954360 0.756603  0.22
H 0.435448 2.132691 0.821239  0.22
H -1.257362 1.547756 -1.187223  0.24
H -0.302454 -0.043892 -1.332707  0.25

Atoms 1-6, force components in eV/Å:
H 0.42 -0.25 1.14
N -0.90 -0.72 -1.05
C 1.81 1.64 -1.44
C 2.94 -1.03 -0.02
C -1.35 -0.22 0.01
C -1.76 2.12 1.61

As for the charge: 0. For the energy above the lowest of the compared OMol25 structures with the same formula, charge and spin, the calculation gives 206.7 kJ/mol. The SMILES is [H]/N=C\C=C/C/C(F)=N/[H].

No. 2
C5H7FN2O5 | the ωB97M-V functional and the def2-TZVPD basis

Last column: natural (NBO) charge in e.
Cartesian coordinates (Å):
C -1.517432 -1.922406 -2.055786  -0.64
C 0.022762 -1.913895 -1.574609  -0.08
O 0.207921 -0.946598 -0.560192  -0.47
C 0.084397 0.313643 -0.690340  0.73
O 0.071667 0.956345 -1.760835  -0.57
C -0.063496 0.989326 0.606216  0.36
F -0.428208 2.274296 0.475160  -0.29
N -0.192332 0.494058 1.775497  0.34
O 0.098674 -0.552966 2.290654  -0.36
O -0.578349 1.523103 2.772182  -0.57
H -2.125703 -2.421785 -1.359403  0.21
H -1.804069 -0.827235 -2.272929  0.23
H -1.614415 -2.559922 -3.013549  0.22
H 0.715916 -1.918159 -2.487087  0.21
H 0.236091 -2.883458 -1.071534  0.20
H -1.454952 1.720231 2.527490  0.47
N 2.153785 2.237251 2.210451  -0.75
C 2.202763 1.623972 1.192314  0.82
O 2.564117 0.994623 0.290476  -0.52
H 1.420861 2.819575 2.705824  0.45

Atoms 1-6, force components in eV/Å:
C 2.29 1.07 -2.29
C -1.32 -1.90 -2.00
O 0.47 -2.08 1.02
C 0.22 2.72 -3.86
O -0.19 -1.56 2.89
C -1.55 1.44 -1.53

As for the charge: 0. For the energy above the lowest of the compared OMol25 structures with the same formula, charge and spin, the calculation gives 97.0 kJ/mol. The SMILES is CCOC(=O)/C(F)=[N+](\[O-])O.N=C=O.

No. 3
C5H7FO | the ωB97M-V functional and the def2-TZVPD basis

Last column: natural (NBO) charge in e.
Cartesian coordinates (Å):
C -2.732265 0.143921 -1.044437  -0.49
C -1.502573 0.024717 -1.473346  0.37
F -1.178508 -0.745259 -2.525144  -0.33
C -0.335423 0.754699 -0.756692  -0.02
O -0.517487 0.756486 0.641245  -0.47
C 0.431887 -0.133849 0.049895  0.07
C 1.906259 -0.092805 0.188736  -0.64
H -3.669945 -0.373432 -1.307726  0.22
H -2.829292 0.924241 -0.280555  0.22
H -0.100405 1.762463 -1.079177  0.21
H 0.095044 -1.143358 -0.174354  0.18
H 2.294678 -0.398619 -0.757456  0.22
H 2.083797 -0.928619 0.840246  0.22
H 2.411566 0.796985 0.575845  0.23

Atoms 1-6, force components in eV/Å:
C -1.32 0.65 0.83
C 0.46 1.05 0.13
F 0.47 -0.19 0.02
C -2.58 0.58 -1.64
O 0.41 -0.90 0.86
C 0.47 0.19 -0.98

As for the charge: 0. For the energy above the lowest of the compared OMol25 structures with the same formula, charge and spin, the calculation gives 184.4 kJ/mol. The SMILES is C=C(F)[C@H]1O[C@@H]1C.

No. 4
C5H7FO | the ωB97M-V functional and the def2-TZVPD basis

Last column: natural (NBO) charge in e.
Cartesian coordinates (Å):
C -1.462255 -1.237136 -0.088764  -0.68
C -1.163933 0.184666 0.062111  0.38
O -2.292493 1.037512 0.158800  -0.69
C 0.053809 0.747827 0.048360  -0.37
C 1.160936 -0.084422 -0.022477  -0.31
C 2.431099 0.401463 -0.134105  0.24
F 3.596692 -0.270422 -0.231512  -0.33
H -2.469209 -1.629554 -0.087823  0.25
H -0.874543 -1.668232 0.854910  0.23
H -0.871841 -1.562326 -0.972533  0.24
H -1.977234 1.976057 0.328806  0.48
H 0.179235 1.777375 0.124833  0.21
H 1.145955 -1.143134 0.092406  0.22
H 2.543780 1.470328 -0.133010  0.14

Atoms 1-6, force components in eV/Å:
C 2.75 -1.66 1.69
C -1.79 3.45 -0.16
O 1.22 0.36 0.28
C -2.21 -1.57 0.19
C 5.43 -0.71 -0.16
C -1.97 0.36 0.11

As for the charge: 0. For the energy above the lowest of the compared OMol25 structures with the same formula, charge and spin, the calculation gives 123.8 kJ/mol. The SMILES is C/C(O)=C\C=C\F.

No. 5
C5H7FO | the ωB97M-V functional and the def2-TZVPD basis

Last column: natural (NBO) charge in e.
Cartesian coordinates (Å):
C -0.122443 0.381840 -2.084098  -0.48
C 0.588854 0.232379 -0.985880  0.02
C 1.974717 1.795030 -0.995221  0.87
C -0.380293 0.267240 1.221671  -0.60
C 0.564579 -0.513055 0.364451  -0.48
O 2.919238 1.996914 -0.392933  -0.55
F 1.412945 2.647693 -1.727988  -0.32
H -0.919112 -0.361576 -2.375691  0.21
H -0.021630 1.277876 -2.717981  0.24
H 0.048253 1.181082 1.625787  0.21
H -1.145273 0.662655 0.539638  0.21
H -0.775835 -0.240425 2.024211  0.21
H 0.292842 -1.521824 0.236587  0.22
H 1.558842 -0.641763 0.751113  0.23

Atoms 1-6, force components in eV/Å:
C -1.02 -0.82 -0.25
C 3.20 2.59 0.61
C -4.80 -5.46 0.72
C 0.10 2.13 -1.42
C 0.71 1.06 -2.00
O 3.66 0.17 2.20

As for the charge: 0. For the energy above the lowest of the compared OMol25 structures with the same formula, charge and spin, the calculation gives 223.7 kJ/mol.

No. 6
C5H7IN2O2 | the ωB97M-V functional and the def2-TZVPD basis

Last column: natural (NBO) charge in e.
Cartesian coordinates (Å):
C 1.564772 -0.254688 -1.821935  -0.65
C 0.568407 0.005520 -0.697227  0.04
C -0.610445 0.827889 -1.135250  -0.62
C 0.461498 -0.973289 0.421849  0.69
O 0.192500 -2.076254 0.720794  -0.54
N 0.893678 0.241561 0.718141  -0.58
I 2.395899 1.139423 1.814497  0.31
H 2.376271 0.507325 -1.895514  0.23
H 1.074181 -0.320595 -2.818696  0.24
H 2.292377 -1.211571 -1.637645  0.23
H -0.307204 1.607053 -1.729519  0.21
H -0.989275 1.272316 -0.190654  0.23
H -1.429272 0.248590 -1.569902  0.23
N -2.735914 -0.534654 2.201411  -0.76
C -1.842360 0.117587 2.581544  0.85
O -1.145074 0.890538 3.075795  -0.51
H -2.760037 -1.486750 1.962310  0.42

Atoms 1-6, force components in eV/Å:
C 2.88 -1.76 0.44
C -0.35 -0.01 -1.55
C -1.20 -1.16 2.63
C -0.02 1.22 -1.23
O -0.24 -1.71 1.11
N 1.35 0.15 1.00

As for the charge: 0. For the energy above the lowest of the compared OMol25 structures with the same formula, charge and spin, the calculation gives 192.1 kJ/mol. The SMILES is CC1(C)C(=O)N1I.N=C=O.

No. 7
C5H7IN2S | the ωB97M-V functional and the def2-TZVPD basis

Last column: natural (NBO) charge in e.
Cartesian coordinates (Å):
C 0.412194 2.202479 0.734281  -0.77
S 0.837999 1.719179 -0.984986  0.45
N 0.536649 0.104076 -1.040516  -0.67
C -0.741227 -0.472572 -1.431404  -0.08
N -1.163040 -1.642976 -0.732224  -0.39
C -0.333074 -2.374602 -0.122165  0.10
C 1.083168 -2.094371 0.049372  -0.41
C 1.554743 -0.910274 -0.332258  0.06
I 3.445497 -0.123964 0.011799  0.23
H 0.742409 1.419673 1.411432  0.22
H -0.656148 2.365749 0.836429  0.22
H 0.965138 3.113983 0.926120  0.23
H -0.716140 -0.740447 -2.503839  0.18
H -1.511181 0.299748 -1.304068  0.20
H -0.713055 -3.279201 0.339686  0.19
H 1.714535 -2.815568 0.545171  0.24

Atoms 1-6, force components in eV/Å:
C -0.04 -0.31 -0.64
S -0.24 0.47 0.34
N 3.05 -2.78 2.07
C -0.24 0.28 -0.64
N -0.46 -0.39 0.22
C -0.20 0.09 -0.05

As for the charge: 0. For the energy above the lowest of the compared OMol25 structures with the same formula, charge and spin, the calculation gives 115.5 kJ/mol. The SMILES is CSN1CN=CC=C1I.

No. 8
C5H7IS | the ωB97M-V functional and the def2-TZVPD basis

Last column: natural (NBO) charge in e.
Cartesian coordinates (Å):
C -2.486512 -0.379874 0.511511  -0.48
C 0.912354 -0.619127 -0.994546  -0.49
C 0.831668 -1.201471 0.397742  -0.45
C 0.643588 0.208239 0.135997  0.12
C 0.608086 1.647042 0.426339  -0.66
S -2.593223 -1.870378 0.044090  0.21
I -3.699896 1.215716 0.018841  0.22
H 1.869663 -0.463843 -1.501959  0.21
H 0.250193 -0.890657 -1.919677  0.21
H -0.113809 -1.849234 0.639008  0.22
H 1.775376 -1.643805 0.968891  0.21
H 1.176038 1.996874 1.340731  0.22
H -0.387755 1.897584 0.349310  0.24
H 1.214231 1.952933 -0.416281  0.22

Atoms 1-6, force components in eV/Å:
C 0.12 -0.52 -0.42
C -0.15 -0.55 -3.06
C 0.31 -2.16 2.02
C -0.87 -0.83 0.56
C 3.52 -1.18 0.63
S 0.06 0.23 0.24

As for the charge: 0. For the energy above the lowest of the compared OMol25 structures with the same formula, charge and spin, the calculation gives 514.2 kJ/mol.

Respective calculated total energy values: -10994.1657; -21228.3832; -10060.8327; -10061.4604; -10060.4246; -20471.8296; -27212.4858; -24228.1298 eV.
Respective strongest force on any atom values: 0.0621; 0.0919; 0.0605; 0.1066; 0.1422; 0.0661; 0.0899; 0.0731 hartree/bohr.